Computed, not measured: C25H49Cl3GaN5O3Si as an isolated structure at a distorted geometry, with wB97M-V/def2-TZVPD.

Atoms and positions in Å:
C: 1.7968 4.0654 -0.4853
C: 1.8547 4.1457 -1.9884
H: 2.7894 3.8417 -0.0508
H: 1.0794 3.3407 -0.0785
H: 1.5123 5.0523 -0.0821
C: 2.9932 4.5947 -2.5644
C: 4.2002 5.2657 -1.9835
H: 3.0217 4.5376 -3.6458
H: 4.7206 4.7579 -1.1653
H: 4.0124 6.2926 -1.6507
H: 4.9375 5.3654 -2.7894
Ga: -2.0728 2.7380 -1.6137
Cl: -1.8631 3.3429 0.4470
Cl: -3.7903 3.0809 -2.8549
C: -3.1409 -0.1224 -1.6598
O: -2.1532 0.5718 -1.2711
N: -3.2277 -1.4545 -1.7803
C: -2.3939 -2.5163 -1.1852
C: -4.2553 -1.9189 -2.7127
H: -4.0871 0.3687 -1.9620
H: -2.2960 -2.4143 -0.0940
H: -1.4096 -2.6401 -1.6674
H: -2.9312 -3.4529 -1.3822
H: -5.1982 -1.4336 -2.4388
H: -4.3537 -2.9967 -2.6082
H: -3.9936 -1.6839 -3.7565
H: 2.0999 0.5918 4.6917
H: 3.3486 -0.2471 1.9548
C: 2.6606 -0.3510 4.7717
C: 3.4941 -1.1432 2.5707
N: 2.4825 -1.1985 3.6106
H: 2.3181 -0.8545 5.6845
C: 1.3597 -1.9317 3.4898
O: 1.0531 -2.5993 2.4938
H: 3.4388 -2.0160 1.9184
H: 0.7298 -1.8757 4.4029
H: 3.7210 -0.1133 4.8537
H: 4.4664 -1.0820 3.0632
O: -0.4220 3.0527 -2.2205
C: 0.5376 3.8794 -2.8420
C: 1.9707 2.5451 -4.5460
C: 0.7627 3.1907 -4.2327
H: 2.7763 2.5221 -3.8132
C: 2.1942 1.9143 -5.7866
H: 0.0868 4.8871 -3.0340
C: -0.3054 2.9246 -5.1191
H: 3.1603 1.4518 -6.0207
C: 1.1907 1.9649 -6.7526
C: -0.0758 2.4442 -6.4099
H: -1.3376 3.0891 -4.8008
H: 1.3859 1.6060 -7.7680
H: -0.8574 2.4712 -7.1787
Si: 1.8796 -1.0003 -1.5452
Cl: 1.8593 0.1923 0.1350
C: 3.4114 -0.1497 -2.2641
C: 0.5799 -0.4916 -2.8610
C: 1.0870 -2.5008 -0.6967
H: 3.3148 -0.1256 -3.3573
H: 4.4041 -0.5427 -2.0247
H: 3.4164 0.9128 -1.9624
H: 1.7757 -3.0136 -0.0236
H: 0.7246 -3.2166 -1.4562
H: 0.2531 -2.2248 -0.0033
H: 1.1070 -0.1297 -3.7645
H: -0.0013 0.3424 -2.4223
H: -0.0908 -1.3218 -3.1808
C: -1.5172 -4.2373 2.9937
N: -2.0463 -3.5020 4.1389
C: -2.8800 -4.3051 5.0286
C: -2.4232 -2.1681 3.9389
N: -2.3896 -1.5108 2.8230
N: -2.9304 -1.5238 5.0614
C: -2.3360 -1.7196 6.3705
C: -3.2781 -0.1458 4.8060
H: -1.2380 -5.2563 3.3010
H: -0.6183 -3.7255 2.6060
H: -2.2767 -4.3369 2.1915
H: -2.2958 -4.7793 5.8304
H: -3.6357 -3.6538 5.4714
H: -3.3718 -5.1090 4.4622
H: -1.8683 -1.9815 2.0800
H: -1.8169 -0.7958 6.6505
H: -3.1109 -1.8839 7.1268
H: -1.6347 -2.5539 6.3740
H: -2.4297 0.4988 5.0734
H: -3.4748 -0.0441 3.7340
H: -4.1395 0.1523 5.4077

Highest occupied orbital energy: -8.2 eV
Energy relative to the best compared isomer or geometry (same formula, charge and spin): 56.44 kcal per mole



Computed, not measured: C25H49CuN4O3S2SeSi4Te as an isolated structure, with wB97M-V/def2-TZVPD.

Atoms and positions in Å:
Cu: -0.5951 0.7135 -0.7106
N: -1.7728 0.5206 1.2432
N: -1.9230 -0.8813 1.2853
C: -1.7537 -1.5711 0.1400
N: -1.4177 -2.8642 0.2981
S: -2.0217 -0.9190 -1.4032
H: -1.0967 0.7423 1.9832
H: -2.6645 0.9553 1.4530
H: -1.4410 -1.2646 2.1095
H: -0.9380 -3.1197 1.1540
H: -1.1228 -3.3359 -0.5407
C: 2.7536 2.6735 3.3613
Si: 1.5589 2.4112 4.7809
C: 2.2382 3.2686 6.3257
C: -0.1074 3.1801 4.3478
Si: 1.2898 0.1015 5.1571
Te: 0.9350 -1.0506 2.9785
Si: -0.5606 -0.3003 6.5210
C: -2.1640 -0.0230 5.5611
C: -0.5789 -2.0879 7.1455
C: -0.5695 0.8505 8.0273
Si: 3.1927 -0.7846 6.1777
C: 3.1993 -2.6717 6.0711
C: 3.2775 -0.3022 8.0099
C: 4.7527 -0.1455 5.3299
H: 2.8265 3.7335 3.1055
H: 2.3913 2.1400 2.4783
H: 3.7522 2.2987 3.5903
H: 2.2961 4.3474 6.1605
H: 3.2455 2.9097 6.5548
H: 1.6084 3.0892 7.1997
H: 0.0145 4.2343 4.0834
H: -0.8143 3.1082 5.1784
H: -0.5353 2.6669 3.4824
H: -2.1556 -0.6431 4.6618
H: -2.2548 1.0202 5.2498
H: -3.0435 -0.2831 6.1565
H: -0.4672 -2.7756 6.3043
H: -1.5132 -2.3276 7.6612
H: 0.2453 -2.2661 7.8407
H: -0.6740 1.8908 7.7121
H: 0.3592 0.7655 8.5957
H: -1.4000 0.6199 8.7020
H: 2.3322 -3.0967 6.5817
H: 4.1028 -3.0965 6.5181
H: 3.1524 -2.9784 5.0244
H: 2.4481 -0.7424 8.5690
H: 3.2290 0.7818 8.1353
H: 4.2095 -0.6531 8.4633
H: 4.7029 -0.3274 4.2545
H: 5.6474 -0.6407 5.7186
H: 4.8689 0.9293 5.4836
C: 8.3117 -1.9123 -3.7785
C: 6.8543 -1.6215 -3.5299
C: 6.4538 -0.6373 -2.6393
C: 5.1113 -0.3515 -2.4072
C: 4.7465 0.7313 -1.4359
C: 4.1100 -1.0677 -3.0872
Se: 2.2642 -0.7009 -2.8145
C: 4.5096 -2.0763 -3.9894
C: 3.4876 -2.8805 -4.7385
C: 5.8598 -2.3307 -4.1934
H: 8.9445 -1.3234 -3.1125
H: 8.6009 -1.6756 -4.8066
H: 8.5443 -2.9678 -3.6132
H: 7.2073 -0.0695 -2.0994
H: 5.6339 1.1775 -0.9824
H: 4.0975 0.3411 -0.6485
H: 4.1791 1.5110 -1.9507
H: 2.7814 -3.3422 -4.0459
H: 3.9636 -3.6548 -5.3455
H: 2.8873 -2.2320 -5.3804
H: 6.1415 -3.1128 -4.8951
N: 1.1888 1.5677 -0.5447
C: 1.3088 2.9293 -0.0719
C: 0.2077 3.5181 0.5380
C: 0.3134 4.7714 1.1211
C: 1.5211 5.4472 1.0952
C: 2.6055 4.8866 0.4393
C: 2.5050 3.6296 -0.1415
S: 1.6915 6.9793 2.0199
O: 0.4342 7.6833 1.8012
O: 2.8613 7.6354 1.4516
O: 1.8757 6.5090 3.3912
H: 1.6655 1.3594 -1.4340
H: 1.6397 0.9363 0.1211
H: -0.7310 2.9746 0.5667
H: -0.5335 5.2287 1.6168
H: 3.5371 5.4369 0.4131
H: 3.3662 3.1733 -0.6150

Highest occupied orbital energy: -2.0 eV
Total charge: -2
Energy relative to the best compared isomer or geometry (same formula, charge and spin): 5.69 kcal per mole



| no. | DFT total energy (eV) | Kohn-Sham gap (eV) |
| --- | --- | --- |
| 1 | -138136.7641 | 8.616 |
| 2 | -209291.0329 | 5.640 |